(1)
One molecule with the formula C5H9NO4. Source: OMol25; level of theory: the ωB97M-V functional and the def2-TZVPD basis.

CARTESIAN COORDINATES (ANGSTROEM)
H  2.095  -1.352  1.053
H  1.443  0.243  1.527
O  -2.681  1.344  -0.077
O  2.607  1.455  -0.565
H  -2.201  -1.513  -1.172
H  1.696  1.710  -0.314
C  0.420  -0.525  -0.193
H  -3.675  -0.966  -0.381
N  -0.642  0.434  0.267
H  0.071  -1.550  -0.188
C  1.665  -0.395  0.684
O  -0.185  1.733  0.383
C  -2.629  -1.036  -0.235
H  -2.360  -1.689  0.621
C  -1.994  0.320  -0.112
H  0.661  -0.327  -1.288
O  3.915  -0.296  -0.128
C  2.820  0.225  -0.059
H  -1.026  2.186  0.180

The SMILES is CC(=O)N(O)CCC(=O)O. As for the multiplicity: 1. As for the HOMO energy: -9.8 eV. The value obtained for the LUMO energy is 0.43 eV. The net charge is 0. The frontier orbital gap is 10.2 eV.

=====

(2)
C5H9NO4 as an isolated structure. Source: OMol25; level of theory: the ωB97M-V functional and the def2-TZVPD basis.

CARTESIAN COORDINATES (ANGSTROEM)
N  3.749  1.119  -0.120
H  8.610  2.916  0.950
C  5.112  0.654  -0.202
O  5.488  0.136  -1.272
H  7.407  4.187  -0.959
C  7.750  2.545  0.391
O  7.007  2.486  -2.041
H  6.499  1.654  -1.911
C  6.270  2.945  0.389
C  6.050  1.464  0.691
H  3.512  1.820  -0.817
H  4.255  -1.807  0.033
C  7.139  3.135  -0.830
H  3.374  1.453  0.763
H  5.774  1.316  1.746
H  3.403  -0.384  0.583
H  5.751  3.753  0.901
O  7.435  1.157  0.499
O  4.320  -1.174  0.755

As for the multiplicity: 1. As for the HOMO energy: -9.3 eV. The value obtained for the LUMO energy is 0.42 eV. The net charge is 0. The frontier orbital gap is 9.7 eV.

=====

(3)
One molecule with the formula C5H9NO4. Source: OMol25; level of theory: the ωB97M-V functional and the def2-TZVPD basis.

CARTESIAN COORDINATES (ANGSTROEM)
O  -0.419  1.862  0.087
C  0.381  -0.926  -0.204
H  -1.004  -0.717  1.397
O  2.135  1.587  -0.423
H  1.237  1.766  -0.112
C  -1.247  0.962  0.063
H  1.019  0.103  1.538
H  0.581  -2.005  -0.173
O  3.637  -0.097  -0.383
H  -2.522  2.215  -0.189
H  -2.920  -1.017  -0.245
C  -1.039  -0.526  0.268
C  1.528  -0.382  0.695
H  1.996  -1.267  1.146
C  2.570  0.364  -0.099
H  -1.947  -1.178  -1.492
N  -1.987  -1.308  -0.490
O  -2.564  1.254  -0.134
H  0.565  -0.690  -1.251

The SMILES is N[C@@H](CCC(=O)O)C(=O)O. As for the multiplicity: 1. As for the HOMO energy: -10.1 eV. The value obtained for the LUMO energy is 0.27 eV. The net charge is 0. The frontier orbital gap is 10.3 eV.

=====

(4)
C5H9NO4 as an isolated structure. Source: OMol25; level of theory: the ωB97M-V functional and the def2-TZVPD basis.

CARTESIAN COORDINATES (ANGSTROEM)
H  1.950  1.771  -0.331
H  -0.186  1.285  1.907
H  -0.976  -1.811  -1.494
O  -2.365  -0.140  -0.163
H  1.361  0.142  -1.437
N  -0.155  2.279  -0.005
C  1.234  2.117  0.417
C  -1.351  -0.661  0.226
O  0.741  -1.059  1.393
H  -0.279  1.937  -0.957
H  -2.335  -2.560  0.357
H  1.147  -1.539  -1.030
O  -1.399  -2.342  0.254
C  0.191  1.180  0.886
H  0.600  -1.998  1.195
C  0.124  -0.266  0.425
C  0.645  -0.559  -0.999
H  1.615  2.873  1.105
O  -0.560  -0.650  -1.750

As for the multiplicity: 1. As for the HOMO energy: -9.9 eV. The value obtained for the LUMO energy is 0.39 eV. The net charge is 0. The frontier orbital gap is 10.3 eV.

=====

Most stable: (3). Least stable: (2).

=====

(1)
A 2-piece molecular cluster, C5H4OS2 overall. Source: OMol25; level of theory: the ωB97M-V functional and the def2-TZVPD basis.

CARTESIAN COORDINATES (ANGSTROEM)
S  -0.904  1.563  0.162
H  -2.282  -1.713  -0.430
C  -2.231  0.533  -0.167
O  4.071  0.036  0.646
H  0.176  -1.900  -0.377
S  2.850  -0.623  0.152
C  -0.419  -0.924  -0.303
C  0.218  0.261  -0.046
H  1.923  2.082  0.446
C  1.573  0.477  0.202
H  -3.168  0.975  0.030
C  -1.807  -0.768  -0.316

As for the multiplicity: 1. As for the HOMO energy: -8.2 eV. The value obtained for the LUMO energy is -1.04 eV. The net charge is 0. The frontier orbital gap is 7.1 eV.

=====

(2)
One molecule with the formula C5H4OS2. Source: OMol25; level of theory: the ωB97M-V functional and the def2-TZVPD basis.

CARTESIAN COORDINATES (ANGSTROEM)
H  -0.710  1.118  -1.675
C  -0.724  -0.779  1.101
S  2.212  1.149  -1.600
S  -2.691  -0.925  -0.524
C  0.479  -0.684  1.509
H  1.150  1.967  -2.200
C  -1.295  -0.180  -0.019
H  -1.239  -1.732  1.459
C  0.964  0.559  -0.474
H  0.992  -1.322  2.409
C  -0.421  0.566  -0.800
O  1.284  0.265  0.814

The SMILES is S=c1ccoc(S)c1. As for the multiplicity: 1. As for the HOMO energy: -8.2 eV. The value obtained for the LUMO energy is -0.70 eV. The net charge is 0. The frontier orbital gap is 7.5 eV.

=====

Most stable: (2). Least stable: (1).

=====

(1)
A 2-piece molecular cluster, C10H16 overall. Source: OMol25; level of theory: the ωB97M-V functional and the def2-TZVPD basis.

CARTESIAN COORDINATES (ANGSTROEM)
H  0.349  3.452  -1.317
H  1.505  0.720  -0.474
C  0.889  -0.929  1.209
H  -3.204  -2.848  2.413
C  -2.597  -2.318  1.722
H  -2.743  -1.614  -1.596
H  1.312  -1.698  1.774
H  3.775  2.216  -0.863
H  2.665  3.571  -1.634
H  -0.436  -1.196  -1.103
H  0.140  1.999  -2.152
H  0.886  -0.100  1.954
C  -2.323  -1.559  -0.602
C  2.820  2.398  -1.376
C  1.741  1.778  -0.552
C  -3.129  -2.196  0.388
C  0.343  2.399  -1.091
H  1.421  -0.826  0.222
H  2.805  1.943  -2.463
H  -0.904  -2.056  2.942
C  -0.416  -1.468  0.963
H  1.854  2.119  0.529
C  -1.316  -1.809  1.947
H  -3.957  -2.734  0.034
H  -0.514  2.108  -0.508
C  -0.967  -1.352  -0.367

As for the multiplicity: 2. As for the HOMO energy (alpha / beta): -13.6 / -13.6 eV. As for the expectation value of S²: 0.769. The value obtained for the LUMO energy (alpha / beta) is -4.47 / -8.25 eV. The net charge is +1. The frontier orbital gap (alpha / beta) is 9.2 / 5.4 eV.

=====

(2)
A 2-piece molecular cluster, C10H16 overall. Source: OMol25; level of theory: the ωB97M-V functional and the def2-TZVPD basis.

CARTESIAN COORDINATES (ANGSTROEM)
C  -0.296  1.716  -1.585
H  -3.173  -1.258  2.094
H  -3.890  -0.478  -0.479
H  -2.412  0.164  1.333
H  -1.654  -1.455  1.364
H  0.804  -1.387  1.188
C  1.019  0.239  -0.120
H  -0.826  1.001  0.454
C  2.525  -0.267  1.903
H  2.533  0.658  -3.096
H  -2.279  -1.171  -0.836
C  -0.193  1.004  -0.420
H  2.418  0.348  2.787
C  0.751  1.689  -2.495
C  1.113  -0.340  1.232
H  2.891  -1.268  2.124
C  -2.587  -0.906  1.247
H  2.906  -0.488  -0.947
H  0.419  0.126  1.918
C  -3.139  -1.197  -0.151
C  2.032  0.130  -1.079
H  -3.504  -2.217  -0.227
C  1.878  0.812  -2.247
H  -1.204  2.285  -1.751
H  0.564  2.064  -3.490
H  3.303  0.192  1.281

As for the multiplicity: 2. As for the HOMO energy (alpha / beta): -14.7 / -14.8 eV. As for the expectation value of S²: 0.768. The value obtained for the LUMO energy (alpha / beta) is -4.37 / -8.08 eV. The net charge is +1. The frontier orbital gap (alpha / beta) is 10.3 / 6.7 eV.

=====

(3)
A 2-piece molecular cluster, C10H16 overall. Source: OMol25; level of theory: the ωB97M-V functional and the def2-TZVPD basis.

CARTESIAN COORDINATES (ANGSTROEM)
H  1.571  3.052  -1.236
H  1.588  -1.246  3.053
H  2.889  -1.809  1.352
C  -0.351  -1.897  2.241
C  -0.524  0.542  -2.279
C  -1.803  1.347  0.033
H  -2.024  -1.128  -2.498
C  -0.755  2.139  -0.393
H  1.924  -3.040  0.991
C  1.167  2.315  -1.885
H  -0.443  -2.878  2.619
H  -2.421  1.763  0.864
C  -0.077  1.652  -1.489
H  1.585  -1.694  0.093
C  1.867  -1.994  1.051
H  -0.122  2.688  0.318
C  -2.216  0.250  -0.706
H  0.049  0.124  -3.100
C  1.050  -1.205  2.090
H  0.894  -0.122  1.775
H  -3.172  -0.184  -0.368
H  0.899  2.755  -2.866
H  -0.971  -1.152  3.024
H  -0.805  -1.772  1.236
H  1.843  1.688  -2.046
C  -1.642  -0.195  -1.874

As for the multiplicity: 2. As for the HOMO energy (alpha / beta): -13.4 / -13.4 eV. As for the expectation value of S²: 0.767. The value obtained for the LUMO energy (alpha / beta) is -4.30 / -8.37 eV. The net charge is +1. The frontier orbital gap (alpha / beta) is 9.1 / 5.1 eV.

=====

Most stable: (2). Least stable: (1).

=====

(1)
C4H2N2S as an isolated structure. Source: OMol25; level of theory: the ωB97M-V functional and the def2-TZVPD basis.

CARTESIAN COORDINATES (ANGSTROEM)
C  -0.106  -0.052  1.952
S  -0.276  1.343  2.627
H  0.356  0.189  -0.395
N  -2.749  -0.004  -0.180
H  0.185  -1.395  -0.080
C  -1.609  -0.179  -0.174
C  -0.270  -0.462  0.076
C  0.213  -1.250  2.477
N  0.592  -2.276  2.789

As for the multiplicity: 1. As for the HOMO energy: -10.0 eV. The value obtained for the LUMO energy is -2.01 eV. The net charge is 0. The frontier orbital gap is 7.9 eV.

=====

(2)
One molecule with the formula C4H2N2S. Source: OMol25; level of theory: the ωB97M-V functional and the def2-TZVPD basis.

CARTESIAN COORDINATES (ANGSTROEM)
H  -2.180  0.295  -0.208
C  2.081  0.529  0.176
S  2.020  -1.034  -0.089
N  0.881  2.657  -0.492
C  -0.582  -1.022  -0.140
C  -1.680  -0.571  0.319
H  -2.300  -0.923  1.248
C  1.376  1.629  -0.217
N  0.384  -1.560  -0.597

As for the multiplicity: 1. As for the HOMO energy: -9.0 eV. The value obtained for the LUMO energy is -1.82 eV. The net charge is 0. The frontier orbital gap is 7.2 eV.

=====

Most stable: (1). Least stable: (2).

=====

(1)
A 12-piece molecular cluster, H23O12 overall. Source: OMol25; level of theory: the ωB97M-V functional and the def2-TZVPD basis.

CARTESIAN COORDINATES (ANGSTROEM)
O  -1.650  -0.565  0.625
H  -2.600  -0.559  0.630
H  -1.570  0.302  3.761
O  -1.624  -3.964  1.788
H  1.477  -4.296  0.633
H  -1.327  1.189  2.530
H  -0.653  3.540  -3.424
H  -1.568  -2.984  1.799
O  -1.571  3.264  -3.463
H  -1.732  2.511  -2.896
H  0.495  0.069  -3.803
H  -2.461  -3.886  2.277
H  1.310  3.816  -0.112
H  2.664  3.836  0.311
H  1.401  -0.120  -2.493
O  0.682  3.513  1.667
H  -0.969  2.312  -0.181
O  -1.520  1.214  3.476
O  2.203  -4.698  1.103
H  1.028  -1.807  -0.090
H  -1.224  0.327  0.365
O  -0.612  1.720  0.488
H  1.918  1.150  -0.414
H  0.493  3.729  2.580
H  -1.861  -3.776  -1.289
O  -1.255  -3.378  -1.924
O  1.360  -0.162  -3.471
O  1.633  -2.294  0.484
H  2.923  -4.100  1.269
H  -1.748  -2.600  -2.206
H  0.493  1.149  -0.752
H  0.083  2.737  1.335
O  1.295  0.565  -0.865
H  2.300  -1.675  0.783
O  2.188  3.919  -0.522

As for the multiplicity: 1. As for the HOMO energy: -6.8 eV. The value obtained for the LUMO energy is 2.62 eV. The net charge is -1. The frontier orbital gap is 9.4 eV.

=====

(2)
A 12-piece molecular cluster, H23O12 overall. Source: OMol25; level of theory: the ωB97M-V functional and the def2-TZVPD basis.

CARTESIAN COORDINATES (ANGSTROEM)
H  -2.445  -1.488  -0.684
H  0.744  -4.287  1.050
H  1.051  2.659  -0.285
O  0.154  2.486  -3.308
H  -1.890  -2.454  -2.621
O  4.712  0.814  -2.155
H  0.969  1.478  4.596
H  1.364  -0.058  1.791
H  4.434  1.738  -2.151
H  1.642  -3.104  1.344
O  -1.866  -1.810  0.018
H  4.053  0.423  -1.564
H  1.424  0.018  -1.817
O  2.123  -0.503  1.364
O  0.067  1.219  2.070
H  0.227  0.221  -0.654
O  0.102  1.880  4.706
O  1.643  -4.075  1.326
O  0.818  0.583  -1.337
H  0.616  1.982  1.863
H  1.954  -0.288  0.440
H  1.054  2.167  -3.279
O  -1.450  0.771  0.063
O  -3.996  -3.195  0.829
H  -0.450  1.852  -2.919
H  -4.507  -2.378  0.853
O  0.408  3.315  0.018
H  -1.435  -0.966  0.319
H  -3.119  -2.832  0.526
H  -2.264  -1.098  -2.467
H  -2.218  1.338  0.148
O  -2.693  -1.921  -2.764
H  -0.355  2.992  -0.482
H  -0.485  1.045  1.205
H  -0.384  1.477  3.958

As for the multiplicity: 1. As for the HOMO energy: -6.6 eV. The value obtained for the LUMO energy is 2.23 eV. The net charge is -1. The frontier orbital gap is 8.8 eV.

=====

Most stable: (2). Least stable: (1).

=====

(1)
C10H16N2O as an isolated structure. Source: OMol25; level of theory: the ωB97M-V functional and the def2-TZVPD basis.

CARTESIAN COORDINATES (ANGSTROEM)
H  -2.294  3.680  0.440
C  1.596  1.019  -0.339
H  4.178  -1.600  1.037
H  4.906  0.475  -0.079
C  2.027  -1.098  0.764
C  -1.620  1.637  0.758
H  0.051  -1.257  -1.888
C  3.424  -0.862  0.510
O  -1.374  0.574  -0.142
H  0.762  1.670  -0.586
H  1.879  -1.987  1.339
N  -0.688  -0.480  0.547
H  -0.795  2.203  1.146
H  -3.342  2.480  -0.015
H  -2.229  1.480  1.725
C  -2.052  -2.393  0.501
H  -1.035  -2.581  -1.967
C  -0.818  -1.714  -1.480
H  -2.186  -2.247  1.614
N  -0.912  -1.673  -0.056
H  -2.184  -3.474  0.116
H  -1.528  -1.134  -2.037
C  2.965  1.304  -0.468
C  -2.342  2.778  0.012
H  3.423  2.215  -0.750
H  -2.980  -1.990  0.205
H  -1.881  2.821  -1.102
C  1.148  -0.165  0.254
C  3.900  0.322  -0.059

As for the multiplicity: 1. As for the HOMO energy: -8.6 eV. The value obtained for the LUMO energy is 0.99 eV. The net charge is 0. The frontier orbital gap is 9.6 eV.

=====

(2)
C10H16N2O as an isolated structure. Source: OMol25; level of theory: the ωB97M-V functional and the def2-TZVPD basis.

CARTESIAN COORDINATES (ANGSTROEM)
H  1.380  0.267  3.918
N  1.812  0.361  0.635
H  -2.028  -1.449  -3.361
H  -1.031  -0.102  0.427
H  1.879  1.704  3.331
C  -0.574  0.149  -0.545
O  -0.104  2.055  0.671
C  -1.591  0.480  -1.623
H  -0.972  0.413  -2.555
C  -2.686  -0.485  -1.761
H  -1.494  -2.207  -1.949
H  4.744  -1.136  0.602
H  -4.741  -1.003  -1.643
C  -3.957  -0.304  -1.424
H  0.414  1.157  2.758
C  3.309  -0.468  2.145
H  2.938  -0.035  -1.048
C  0.446  1.332  -0.304
C  3.744  -0.682  0.807
C  1.387  0.884  2.942
H  0.002  -0.779  -0.721
C  -2.341  -1.741  -2.413
C  2.853  -0.174  -0.020
H  3.604  -0.753  3.119
H  -2.017  1.486  -1.490
N  2.140  0.216  1.928
H  -3.230  -2.407  -2.518
H  -4.487  0.536  -0.822
H  0.602  2.686  0.913

As for the multiplicity: 1. As for the HOMO energy: -6.9 eV. The value obtained for the LUMO energy is 0.65 eV. The net charge is 0. The frontier orbital gap is 7.5 eV.

=====

Most stable: (2). Least stable: (1).